(1)
Density functional theory data (ωB97M-V/def2-TZVPD) for 2 unconnected molecules or ions with the total composition C3H7ClN3 in a non-equilibrium geometry.

Structure (XYZ):
```
14
Properties=species:S:1:pos:R:3:forces:R:3
C 4.090640 -0.405490 -0.374324 -0.3957 -1.3568 -1.7005
C 0.965634 0.796851 -0.074580 -4.9240 -0.5371 -1.6521
C -1.018659 -0.413888 0.762711 -3.5478 -1.8643 2.2905
N 3.742631 -1.163577 -1.247345 -1.9046 -1.0023 -0.2989
N 0.275967 1.241207 -1.136852 -1.6835 -1.1552 1.5333
N 0.264405 0.059170 0.772783 6.2284 1.4822 0.7771
Cl 4.601228 0.436215 0.814997 1.2129 2.0084 2.3076
H -1.317550 -0.753833 1.859475 0.5981 0.7789 -2.4460
H -1.159476 -1.235304 0.098321 0.2000 -1.0648 -0.4171
H -1.747258 0.279354 0.422211 -0.6257 1.1626 0.0719
H 4.015702 -1.350666 -2.205372 0.9568 0.4514 -0.2655
H 0.525819 1.865715 -1.859718 0.9344 0.6504 -0.5232
H -0.803870 1.019973 -1.127972 2.8686 0.5424 -0.0300
H 0.855046 -0.322910 1.495346 0.0821 -0.0959 0.3527
```
Forces are in eV/Å.

Values from the calculation:
* F_max: 6.449 eV Å⁻¹
* multiplicity: 3
* expectation value of S²: 2.01
* net charge: +1
* lowest unoccupied orbital energy (alpha / beta): -4.046 / -7.706 eV
* HOMO-LUMO gap (alpha / beta): 4.97 / 6.67 eV
* calculated total energy: -742.47264 hartree

These are the natural (NBO) partial charges, in e, on atoms 1 to 4:
1 C 0.058
2 C 0.786
3 C -0.449
4 N -0.632

=====

(2)
Density functional theory data (ωB97M-V/def2-TZVPD) for a molecular structure, C10H9F12N5O8S4Zn in a non-equilibrium geometry.

Structure (XYZ):
```
49
Properties=species:S:1:pos:R:3:forces:R:3
Zn -2.238590 4.771560 3.679430 -0.7935 -0.3947 0.0814
C -0.824160 2.840160 8.331530 -0.6057 0.0860 -3.5951
F -1.893840 3.188050 8.959330 -0.7026 0.3705 1.4790
F -0.397270 3.877720 7.595860 0.0884 0.5202 -0.2614
F 0.163510 2.489000 9.080900 0.3586 -0.9720 0.9371
S -1.450880 1.513290 7.020190 3.0055 0.8675 -1.8224
O -0.342110 1.162580 6.131890 -1.6024 1.4065 0.7796
O -1.898060 0.475130 7.864980 -1.0254 -0.6050 0.6548
N -2.704010 2.344600 6.071510 1.0447 -1.2756 2.1430
S -4.161230 1.976350 6.759310 -2.8700 0.5924 -2.0221
O -4.259180 1.985280 8.180420 0.5801 -0.0540 0.1003
O -5.208720 2.690520 6.023440 1.8337 -0.6750 0.4645
C -4.485310 0.141770 6.218850 0.3170 -0.4123 -0.1366
F -5.771680 -0.159380 6.199260 -0.4173 0.7884 -0.0182
F -3.999050 -0.065810 4.986330 0.0644 0.3434 0.3111
F -3.927580 -0.713110 7.056000 0.2131 0.0147 0.0293
C -4.445110 5.450530 -1.356120 0.6708 1.9620 1.6887
F -3.906660 6.655850 -1.634270 0.2155 -1.4316 -0.5028
F -5.308880 5.106770 -2.234060 -1.1811 -0.3155 -1.4168
F -3.522240 4.506360 -1.264190 0.1501 0.4546 0.2348
S -5.398220 5.661270 0.297670 -0.8769 -2.2044 1.6428
O -6.704030 6.307380 0.030910 3.0012 -1.3719 0.6010
O -5.324100 4.280420 0.784250 -0.4523 1.5765 -0.4983
N -4.354310 6.504030 1.423230 -1.4640 0.2894 -2.3183
S -4.669280 8.088200 1.132320 2.0220 2.9746 -0.2245
O -3.600420 8.946860 1.686360 -1.9041 -2.0192 -0.2914
O -4.993530 8.395480 -0.260540 -0.0979 -0.5500 1.9352
C -6.234340 8.404930 2.231390 1.2691 0.2959 0.4176
F -6.738270 7.294190 2.715900 -0.4608 -0.5190 -0.3735
F -5.700660 9.033160 3.308620 -0.8608 0.5108 -0.7204
F -7.173340 9.107970 1.600000 0.8120 -0.2144 0.6250
C -1.338850 9.086360 9.921810 -0.2151 -0.1712 -1.7158
C -1.936680 8.442710 8.687140 -0.6756 -0.0331 0.0442
N -2.331120 7.953210 7.710590 0.6474 0.6575 1.4222
H -1.987020 9.632030 10.607550 -0.5894 -0.7110 -0.2016
H -0.753340 9.896780 9.487660 0.6957 -0.2510 0.2483
H -0.758770 8.304920 10.412680 0.1495 0.4393 0.1327
C 4.041680 7.470840 3.003370 0.4962 0.8738 1.0988
C 2.681450 7.073180 3.337240 -1.3724 -0.6680 -0.3392
N 1.583040 6.761350 3.537010 1.3343 0.3107 -0.1199
H 4.676790 7.348690 3.880760 0.0668 -0.7270 0.0270
H 4.082400 8.559610 2.971400 -0.2713 0.0982 -0.7477
H 4.507210 7.008250 2.133080 -0.4315 0.0099 0.0877
C 2.980840 1.796490 0.850920 -0.6742 0.9220 0.7279
C 1.629090 2.274300 1.182230 -2.9186 0.6931 0.6145
N 0.545220 2.662340 1.412120 2.8334 -0.8719 -0.4540
H 2.964290 0.723110 0.662040 0.1793 0.2799 -0.3793
H 3.605050 2.018120 1.716570 0.1016 -0.2238 0.0140
H 3.301930 2.476100 0.061520 0.3128 -0.6662 -0.3834
```
Forces are in eV/Å.

Values from the calculation:
* F_max: 3.647 eV Å⁻¹
* net charge: 0
* lowest unoccupied orbital energy: -7.077 eV
* HOMO-LUMO gap: 3.36 eV
* calculated total energy: -5832.17858 hartree

These are the natural (NBO) partial charges, in e, on atoms 1 to 4:
1 Zn 1.299
2 C 0.802
3 F -0.283
4 F -0.338

=====

(3)
Density functional theory data (ωB97M-V/def2-TZVPD) for a molecular structure, C22H27AuO2S2 in a non-equilibrium geometry.

Structure (XYZ):
```
54
Properties=species:S:1:pos:R:3:forces:R:3
Au 13.298093 12.805513 8.149082 -0.4070 -0.2884 -0.4642
O 11.716038 9.260305 7.829018 -1.0625 -0.9194 0.3365
S 11.228558 8.067517 8.636649 1.1202 1.5562 1.0742
C 9.426628 8.340695 9.227712 0.6969 -0.8902 0.4289
C 8.746902 9.574320 8.741634 -0.5613 0.6501 -1.5536
C 8.994051 10.875094 9.539146 -0.3086 -0.1733 -0.6342
C 10.282743 11.608578 9.185013 -0.3492 0.2059 -0.4188
S 9.896845 13.057895 8.131000 2.4108 0.6857 1.2149
O 11.338763 13.653240 7.839308 -2.3767 -0.7006 0.1078
C 9.235262 12.295803 6.677912 1.2124 0.0447 -0.0600
C 10.171783 12.041515 5.697899 0.6930 -0.3459 -0.2868
C 9.742120 11.497308 4.487885 0.8063 0.4506 -0.1154
C 8.387032 11.315865 4.294688 -0.4266 -0.2227 -0.5847
C 7.457649 11.675599 5.268723 -1.1324 -0.2941 -0.3930
C 7.874543 12.119910 6.509500 -0.1996 0.9142 0.1556
C 11.210474 6.676214 7.557376 -0.8253 0.3888 0.4850
C 10.821971 6.851754 6.257111 -0.1491 -0.8320 -1.1215
C 10.757458 5.696273 5.445723 -0.9136 1.7041 -0.2997
C 11.043447 4.449445 5.959502 0.1264 0.1412 0.0692
C 11.430402 4.321662 7.297195 0.7294 -0.1982 -0.1072
C 11.546691 5.447855 8.110757 -0.1038 -0.3003 -0.8156
H 9.501242 8.407879 10.324561 0.2620 -0.4717 -0.3129
H 8.899747 7.423372 8.941872 0.0477 0.1815 0.1280
H 7.635488 9.414702 8.733252 0.9569 -0.0883 -0.1453
H 9.098147 9.679420 7.671142 -0.6749 0.3918 0.9109
H 8.984664 10.719946 10.620667 -0.1380 -0.3106 -0.0839
H 8.131960 11.534555 9.326403 0.2748 -0.1789 0.2307
H 11.040442 10.990718 8.672924 -0.2719 0.2806 0.0931
H 10.692835 12.048175 10.082768 0.3603 0.3105 0.0682
H 11.231707 12.283047 5.914313 -0.7482 -0.2681 -0.3189
H 10.479510 11.342937 3.680760 -0.5810 -0.1518 0.5268
H 8.014778 10.922214 3.342107 0.1885 0.2463 0.3402
H 6.381380 11.652315 4.984952 0.9034 -0.1502 0.5176
H 7.204756 12.506136 7.289319 0.0532 -0.4148 -0.4671
H 10.594736 7.854815 5.869662 0.0996 -0.5256 0.2053
H 10.346836 5.857602 4.433513 0.5799 -0.4595 0.4485
H 11.016104 3.610994 5.272441 -0.0579 -0.1559 0.3347
H 11.778797 3.348817 7.644129 -0.2697 0.2270 0.0944
H 11.965264 5.423683 9.104210 -0.1558 -0.2165 0.2051
C 17.833646 11.318083 6.103420 0.0743 0.2864 -1.0697
C 17.687730 11.374470 7.614343 -1.4650 0.6190 -0.0220
C 18.552948 12.486703 8.176958 0.6793 0.9324 1.1880
C 17.945554 10.015259 8.244354 0.0897 -0.9004 0.4111
C 16.258912 11.746153 7.921903 -0.6965 -0.1110 -0.1853
C 15.075977 12.031799 8.057695 1.4965 0.0279 0.1390
H 18.883120 11.326935 5.796558 0.1070 -0.3424 0.1772
H 17.408810 12.194906 5.585207 -0.0703 -0.2319 0.4926
H 17.341422 10.436260 5.683928 0.0658 0.0509 0.0719
H 19.616358 12.414519 7.900140 -0.3206 -0.0517 -0.3594
H 18.584362 12.404546 9.278711 -0.2612 0.1155 -0.3037
H 18.171689 13.521601 7.954613 0.3254 -1.1289 -0.0561
H 18.956925 9.619779 8.141387 0.2577 0.2982 -0.4430
H 17.268635 9.244704 7.823352 0.2244 0.5227 0.2545
H 17.803638 10.051074 9.327922 -0.3153 0.0911 -0.0879
```
Forces are in eV/Å.

Values from the calculation:
* F_max: 2.785 eV Å⁻¹
* net charge: 0
* lowest unoccupied orbital energy: 0.204 eV
* HOMO-LUMO gap: 7.87 eV
* calculated total energy: -1936.89217 hartree

These are the natural (NBO) partial charges, in e, on atoms 1 to 4:
1 Au 0.471
2 O -0.968
3 S 1.201
4 C -0.561